ORCA calculation (the ωB97M-V functional and the def2-TZVPD basis) on C39H34ClHgI2NO2PS as an isolated structure in a non-equilibrium geometry.

```
! wB97M-V def2-TZVPD RIJCOSX def2/J DEFGRID3
* xyz -2 2
Hg 0.7878 -2.1464 -0.0213
O 3.8264 -1.1490 -2.2815
S 3.9737 -0.7491 -0.8528
C 5.7300 -0.8814 -0.4805
C 6.6374 -0.9809 -1.5207
C 7.9867 -1.1055 -1.2239
C 8.4115 -1.1376 0.0988
C 7.4876 -1.0528 1.1317
C 6.1352 -0.9318 0.8438
C 3.8818 1.0469 -0.8220
C 3.7948 1.7253 -2.0229
C 3.6189 3.1029 -2.0000
C 3.5177 3.7745 -0.7899
C 3.5919 3.0738 0.4080
C 3.7717 1.7004 0.3962
H 6.2680 -0.9729 -2.5387
H 8.7094 -1.1845 -2.0272
H 9.4651 -1.2460 0.3258
H 7.8135 -1.0964 2.1630
H 5.4035 -0.8902 1.6430
H 3.8332 1.1620 -2.9468
H 3.5341 3.6489 -2.9318
H 3.3500 4.8443 -0.7773
H 3.4721 3.5885 1.3521
H 3.7726 1.1435 1.3269
Cl 0.1077 2.1679 1.6923
C -1.1229 1.2453 0.6850
C -3.1873 1.0687 -0.3008
C -3.3139 0.7878 -1.7402
C -2.2181 0.8681 -2.4997
C -0.9951 1.4318 -1.8312
C -0.5052 0.6548 -0.5774
C 0.7965 0.0626 -0.5575
H -4.1357 1.1976 0.2211
H -4.2489 0.4116 -2.1407
H -2.2070 0.5878 -3.5466
H -0.1643 1.5534 -2.5286
H 1.4166 0.3740 0.2830
H 1.3061 0.1194 -1.5166
N -1.1304 -1.6711 1.2713
P -2.1525 -0.4486 0.7247
C -2.1670 2.1779 0.0671
C -1.4246 2.7423 -1.1474
C -2.2311 3.7588 -1.8970
C -3.0577 4.5553 -1.2199
C -3.2338 4.3843 0.2329
C -2.8009 3.2859 0.8566
C -3.0646 -1.6773 -0.3788
C -2.3982 -2.4137 -1.3553
C -3.0823 -3.2510 -2.2255
C -4.4625 -3.3747 -2.1413
C -5.1462 -2.6269 -1.1923
C -4.4537 -1.7816 -0.3353
C -3.2324 -0.3768 2.2520
C -3.0952 0.6933 3.1294
C -3.6979 0.6937 4.3830
C -4.4447 -0.3963 4.7941
C -4.5541 -1.4964 3.9502
C -3.9373 -1.4923 2.7102
H -0.5206 3.2439 -0.7739
H -2.0972 3.8783 -2.9677
H -3.6159 5.3379 -1.7232
H -3.7543 5.1566 0.7889
H -2.9780 3.1575 1.9161
H -1.3271 -2.3074 -1.4662
H -2.5311 -3.8071 -2.9760
H -4.9991 -4.0362 -2.8117
H -6.2267 -2.6917 -1.1225
H -5.0133 -1.1781 0.3694
H -2.4599 1.5237 2.8581
H -3.5420 1.5339 5.0493
H -4.9005 -0.4105 5.7773
H -5.0952 -2.3781 4.2754
H -3.9750 -2.3858 2.1007
C 0.2969 -5.1337 -0.4559
C 1.4389 -4.1577 -0.2349
O 2.5830 -4.5540 -0.2142
H 0.6501 -6.1684 -0.4211
H -0.1419 -4.9193 -1.4357
H -0.4870 -4.9536 0.2824
I 0.0777 -1.1851 2.9589
I 2.0825 -0.6674 5.6537
*
```

## Properties
energy above the lowest of the compared OMol25 structures with the same formula, charge and spin = 449.9 kJ/mol
HOMO-LUMO gap (alpha / beta) = 0.187 / 0.212 Eh
strongest force on any atom = 1.6 eV/Å
⟨S²⟩ = 0.756

Per-atom Löwdin charges, elementary charge units: Hg 0.988; O -0.515; S 0.958; C -0.359; C -0.072; C -0.091; C -0.102; C -0.082; C -0.071; C -0.384; C -0.078; C -0.086; C -0.090; C -0.080; C -0.085; H 0.106; H 0.095; H 0.093; H 0.103; H 0.119; H 0.105; H 0.096; H 0.096; H 0.107; H 0.122; Cl 0.568; C -0.690; C -0.191; C -0.113; C -0.068; C -0.206; C -0.348; C -0.283; H 0.113; H 0.103; H 0.094; H 0.134; H -0.015; H 0.028; N -0.786; P 0.743; C -0.433; C -0.224; C -0.047; C -0.104; C -0.092; C -0.037; C -0.270; C -0.105; C -0.101; C -0.122; C -0.105; C -0.122; C -0.291; C -0.113; C -0.090; C -0.114; C -0.100; C -0.107; H 0.147; H 0.104; H 0.083; H 0.086; H 0.093; H 0.054; H 0.092; H 0.084; H 0.090; H 0.100; H 0.062; H 0.098; H 0.088; H 0.091; H 0.097; C -0.129; C -0.572; O -0.068; H 0.061; H 0.056; H 0.063; I 0.540; I -0.724